DFT (ωB97M-V with the def2-TZVPD basis set) results for a cluster of 2 separate species, C4H12N2O2P in total in a non-equilibrium geometry.

Positions of all 21 atoms, in Å:
1 P -0.9912 1.7480 0.5053
2 O -1.9417 1.1219 -0.4529
3 O -0.0555 0.8755 1.2991
4 N -1.3110 -1.8629 -0.2523
5 N -1.0137 -3.1479 -0.3238
6 C 0.0972 -3.5185 0.1429
7 C -0.1861 3.1556 -0.4167
8 C 0.5702 -4.9675 0.1459
9 C -1.3306 3.8351 -1.1116
10 H -1.6868 3.1402 -1.8157
11 H 0.4476 2.7846 -1.1654
12 H -0.2139 -5.5171 -0.3895
13 H -2.1078 4.0326 -0.4039
14 H -1.5569 2.5106 1.4911
15 H -0.8465 -1.0408 0.2087
16 H 1.5393 -5.0226 -0.3206
17 H -1.1602 4.7859 -1.5678
18 H -2.0473 -1.4307 -0.9073
19 H 0.8176 -5.2123 1.0768
20 H 0.8170 -2.8104 0.7026
21 H 0.1249 3.9274 0.2339

Computed properties:
LUMO: 3.71 eV
frontier orbital gap: 8.22 eV
total charge: -1
total energy: -20707.715 eV